No. 1
Here is a cluster of 2 separate species, C2H4NO2 in total from the Open Molecules 2025 dataset. Energies are from the ωB97M-V functional and the def2-TZVPD basis.

```
9
Properties=species:S:1:pos:R:3:mulliken_charge:R:1
C 1.9129 0.8031 -0.7434 -0.142
C -2.0209 0.1972 -0.1690 -0.020
N 0.9694 1.3576 -1.2614 0.665
O 0.1019 1.9114 -1.7341 -0.210
O -0.7966 0.2864 -0.0976 -0.498
H 2.9336 0.6373 -1.0091 0.381
H 1.6757 0.0299 0.1212 0.341
H -2.5932 -0.8065 -0.5425 0.215
H -2.8024 0.9618 -0.0668 0.268
```

charge = +1
HOMO level = -14.684 eV
max |F| = 4.56 eV Å⁻¹
LUMO energy = -7.71 eV
calculated total energy = -7710.7796 eV

---

No. 2
Here is a structure of composition C2H4NO2 from the Open Molecules 2025 dataset. Energies are from the ωB97M-V functional and the def2-TZVPD basis.

```
9
Properties=species:S:1:pos:R:3:mulliken_charge:R:1
C 1.6793 -0.1953 1.1815 0.111
C -1.7877 -0.2725 -1.3616 0.636
N -1.1106 0.5896 -0.8241 -0.482
O -2.2783 -1.1588 -1.8756 -0.183
O 1.2484 -0.0022 0.0415 -0.320
H 1.2441 -0.0725 2.1681 0.255
H 2.6934 -0.5267 1.3308 0.286
H -1.7868 1.2465 -0.5351 0.246
H 0.0980 0.3919 -0.1254 0.451
```

charge = +1
HOMO level = -16.893 eV
max |F| = 3.18 eV Å⁻¹
LUMO energy = -5.61 eV
calculated total energy = -7714.8193 eV

---

No. 3
Here is a cluster of 2 separate species, C2H4NO2 in total from the Open Molecules 2025 dataset. Energies are from the ωB97M-V functional and the def2-TZVPD basis.

```
9
Properties=species:S:1:pos:R:3:mulliken_charge:R:1
C 1.4886 -0.2094 0.4970 0.642
C 0.2185 0.4780 0.0457 -0.286
N -0.9816 -0.3157 -0.4296 -0.260
O 2.4432 -0.8433 0.2178 -0.355
O 0.5777 -0.0291 1.2949 -0.214
H -0.0003 2.3936 -0.1035 0.366
H -1.5447 -0.3605 0.4215 0.373
H -0.6677 -1.2272 -0.7881 0.368
H -1.5337 0.1136 -1.1557 0.366
```

charge = +1
HOMO level = -15.361 eV
max |F| = 7.18 eV Å⁻¹
LUMO energy = -6.05 eV
calculated total energy = -7710.4688 eV

---

No. 4
Here is the ion C2H4NO2 with charge +1 from the Open Molecules 2025 dataset. Energies are from the ωB97M-V functional and the def2-TZVPD basis.

```
9
Properties=species:S:1:pos:R:3:mulliken_charge:R:1
C -0.9475 0.1392 0.0233 0.371
C 0.5426 0.0763 0.5689 -0.370
N -1.0625 1.2415 -0.8005 -0.022
O 1.3540 -0.3643 -0.4358 -0.451
O -0.7025 0.2097 -1.3940 0.033
H -1.6964 -0.5397 0.4350 0.389
H 0.5208 -0.6016 1.5981 0.330
H 0.7941 1.0059 0.9606 0.364
H 1.1975 -1.1670 -0.9556 0.356
```

charge = +1
HOMO level (alpha / beta) = -16.781 / -16.780 eV
max |F| = 5.41 eV Å⁻¹
LUMO energy (alpha / beta) = -8.64 / -8.64 eV
calculated total energy = -7709.9604 eV